1.
The following is a quantum chemistry calculation of C36H27Cl5MoN3O3S2 as an isolated structure at a distorted geometry, from OMol25.

Summary:
Energy ... -4942.53257 a.u.
Relative energy (zero: lowest compared OMol25 entry of this formula, charge and spin) ... 189.0 kJ/mol
Charge ... +3
HOMO-LUMO gap ... 0.141 hartree

XYZ file:
```
77
Properties=species:S:1:pos:R:3:forces:R:3:mulliken_charge:R:1
Mo 0.52220 -0.36061 0.00769 3.5053 -0.6162 1.3276 -0.2896
C -1.87872 2.15631 2.74767 -0.0972 0.1381 -0.0493 -1.4030
C -1.55452 1.07973 1.77509 0.1193 -0.0151 0.0621 0.9247
N -0.37245 1.10568 1.17606 -0.4390 -0.6475 -0.1664 1.1059
N 0.48614 2.09886 1.56381 0.2888 1.1123 -0.0063 -0.8377
C 1.70884 1.75032 1.76043 -0.0735 -0.2726 0.1391 0.4049
S 2.28814 0.09044 1.64284 -0.3944 -0.5963 -0.6649 0.0167
S 3.00796 2.78295 2.28971 0.0277 -0.0835 -0.3765 -0.0220
C 2.38396 3.50785 3.87101 0.0783 -0.4047 -0.0149 -0.9067
C 2.72202 2.57903 4.99018 0.0508 -0.1217 0.4513 0.7556
C 1.95435 1.43251 5.21061 0.0956 0.3412 0.0508 0.2750
C 2.18799 0.63824 6.31625 0.1546 -0.0973 0.0679 -0.9112
C 3.22100 0.95178 7.19287 0.0048 0.0867 -0.1447 -0.4682
C 4.01683 2.06410 6.95624 -0.0464 -0.2740 0.0639 -0.6416
C 3.78071 2.86649 5.85349 -0.4112 0.0227 -0.2000 -0.5734
C -2.43946 -0.03753 1.57038 0.1745 -0.6833 -0.1548 0.6838
C -3.80985 0.02881 1.87806 0.1754 -0.0266 -0.0852 -0.8408
C -4.60639 -1.09521 1.84594 0.0663 0.1017 0.0093 -0.9504
C -4.05191 -2.33601 1.54175 0.1298 0.1908 0.0533 -0.5994
C -2.70930 -2.44696 1.22386 0.6905 -0.0033 -0.0845 -0.4991
C -1.89919 -1.31237 1.20949 -2.3896 0.3421 0.6773 0.0729
O -0.61937 -1.34532 0.85581 -2.2316 -2.4531 1.3856 -0.5414
H -1.11560 2.19303 3.52787 0.0059 -0.0533 -0.0250 0.1075
H -2.84427 2.01450 3.21850 0.0101 -0.0331 -0.0373 0.5011
H -1.84167 3.12249 2.24300 0.0342 0.1086 0.0134 0.4341
H 1.31720 3.67529 3.76051 -0.0393 0.1459 -0.0610 0.3125
H 2.91148 4.45475 3.96549 -0.0623 0.0666 -0.1469 0.5362
H 1.15485 1.17762 4.52485 -0.1731 0.0236 -0.0144 0.2515
H 1.56450 -0.22104 6.50980 -0.0328 -0.1122 -0.0115 0.4206
H 3.41009 0.32168 8.04816 -0.0168 -0.0032 0.1026 0.4090
H 4.81491 2.30640 7.64018 0.1044 0.0281 0.0262 0.4069
H 4.39938 3.73368 5.68116 0.0483 0.1618 -0.0158 0.3966
H -4.24986 0.98567 2.10754 -0.0585 0.0811 0.1264 0.3215
H -5.65638 -1.01160 2.08085 -0.0731 -0.0157 -0.0096 0.5040
H -4.67595 -3.21616 1.55851 -0.0014 -0.1147 -0.0520 0.4751
H -2.27124 -3.40695 0.98192 -0.0063 -0.0045 -0.0033 0.5803
Cl -2.30956 -0.68167 -2.20775 -0.3700 0.1704 0.1119 -0.0484
C -0.92857 -1.62512 -2.61318 0.1062 0.1646 0.3079 1.4422
C 0.14611 -1.54214 -1.74360 0.6596 -0.6467 -0.4890 -1.6471
C 1.25399 -2.31704 -2.04614 -0.6427 0.0706 -0.3191 1.6313
Cl 2.45554 -2.18731 -0.80233 0.1216 0.2763 0.5410 -0.0437
C 1.37370 -3.12604 -3.16789 -0.1428 0.0138 -0.0467 -0.2757
Cl 2.79343 -4.03268 -3.46073 -0.2252 0.2148 0.1671 -0.1204
C 0.26647 -3.17228 -4.04526 0.1512 0.0392 0.1719 0.7799
Cl 0.34330 -4.14036 -5.44370 -0.0135 0.1310 0.2087 -0.0995
C -0.89611 -2.43131 -3.75590 0.2677 -0.0687 0.1131 -0.2685
Cl -2.25054 -2.52773 -4.78763 0.0200 0.1036 0.0948 -0.1276
C -4.37315 3.43781 -6.15266 -0.3333 0.1089 -0.5423 -0.9294
O -3.49042 3.18667 -5.06244 0.5357 -0.0333 0.2885 -0.4720
C -3.97199 3.05826 -3.82383 0.1953 -0.3057 0.6098 0.9598
C -5.29319 3.29842 -3.43782 0.1886 0.0224 -0.1975 -0.5424
C -5.69194 3.05622 -2.14049 0.2678 -0.0614 0.0618 -0.8706
C -4.78537 2.58262 -1.19102 -0.0848 0.0484 -0.0563 -0.9957
C -3.47080 2.37766 -1.53374 0.2892 0.0507 -0.4147 0.6391
C -3.03314 2.61576 -2.84573 -1.8137 0.3433 0.2436 -0.3739
N -1.73070 2.45567 -3.28304 1.5970 -0.2367 -0.1047 0.3405
C -0.67965 2.08087 -2.60512 -0.9554 0.1410 0.0210 0.2126
C 0.66673 1.96294 -3.06764 0.8621 -0.1883 0.1082 0.8051
C 1.13898 2.41621 -4.31449 -0.0953 -0.1329 0.3795 -0.7389
C 2.48148 2.35818 -4.63122 0.1096 -0.0380 0.0236 -0.9164
C 3.40785 1.87192 -3.71058 -0.2859 0.1286 -0.0116 -0.8465
C 2.98337 1.38958 -2.48496 -0.4268 -0.1642 0.5141 -0.6240
C 1.62692 1.40512 -2.16495 0.4062 1.2561 -2.2967 -0.1408
O 1.23167 0.80731 -1.04284 0.4945 2.1452 -1.6907 0.7332
H -5.12606 2.65077 -6.23092 0.0644 0.0217 0.0733 0.4184
H -3.74602 3.42992 -7.04190 -0.0954 0.0217 0.0896 0.2716
H -4.85742 4.41016 -6.05979 0.0724 -0.0067 0.0645 0.3716
H -6.00481 3.69109 -4.14698 -0.0185 -0.0677 -0.1180 0.4682
H -6.71552 3.23644 -1.85727 -0.1448 0.0480 0.0170 0.4347
H -5.11859 2.39757 -0.18359 -0.0222 -0.0296 0.1300 0.4222
H -2.77835 2.02199 -0.78691 0.1284 -0.0081 0.1301 0.0598
H -1.64075 2.67842 -4.27855 0.0861 -0.0411 0.0682 0.2532
H -0.83660 1.85359 -1.55133 -0.2283 0.1632 -0.2801 0.3874
H 0.45750 2.84442 -5.03427 -0.1124 0.0531 -0.0480 0.4828
H 2.82333 2.70822 -5.59363 -0.0158 0.0633 -0.0445 0.4643
H 4.46043 1.88083 -3.94436 0.1102 -0.0627 -0.0520 0.4908
H 3.67730 0.99255 -1.75489 0.0747 -0.0278 -0.0602 0.6011
```
Positions in Å, forces in eV/Å.

---

2.
The following is a quantum chemistry calculation of a 2-piece molecular cluster, CH6N2 overall at a distorted geometry, from OMol25.

Summary:
Energy ... -151.13030 a.u.
SMILES string ... C=N.N
Relative energy (zero: lowest compared OMol25 entry of this formula, charge and spin) ... 180.3 kJ/mol
Charge ... 0
HOMO-LUMO gap ... 0.385 hartree

XYZ file:
```
9
Properties=species:S:1:pos:R:3:forces:R:3:mulliken_charge:R:1
N -2.83853 0.80866 -0.74618 0.5406 -1.1318 0.6171 -0.6295
H -1.83216 0.94324 -0.77127 -0.4645 0.7446 -0.1370 0.2190
H -3.43976 1.53804 -1.07445 0.3383 0.3582 -0.3360 0.2048
H -2.99637 -0.05941 -1.23230 -0.3927 0.0271 -0.1418 0.2040
C 2.01640 -0.70225 1.02231 -0.2507 1.0116 1.5163 -0.2388
N 2.37018 0.09048 0.07417 -1.6533 -2.7386 -0.5430 -0.4799
H 1.01805 -0.74351 1.48714 0.1676 1.0114 0.0539 0.2272
H 2.73450 -1.26934 1.64690 -0.0649 -0.8818 -1.1363 0.2302
H 2.96769 -0.60592 -0.40632 1.7799 1.5993 0.1070 0.2630
```
Positions in Å, forces in eV/Å.

---

3.
The following is a quantum chemistry calculation of a 11-piece molecular cluster, C29H62N6O5 overall at a distorted geometry, from OMol25.

Summary:
Energy ... -1846.75391 a.u.
SMILES string ... CCCC#N.CCCC#N.CCCC#N.CCCC#N.CCCC#N.CCCC#N.CO.CO.CO.CO.CO
Relative energy (zero: lowest compared OMol25 entry of this formula, charge and spin) ... 0.0 kJ/mol
Charge ... 0
HOMO-LUMO gap ... 0.383 hartree

XYZ file:
```
102
Properties=species:S:1:pos:R:3:forces:R:3:mulliken_charge:R:1
C 0.21398 3.27190 1.52332 -2.2872 -1.3211 -0.5209 -0.5191
O -0.39842 2.02725 2.11988 1.6436 2.1394 -0.2059 -0.4688
H 0.63203 3.81934 2.32743 0.6743 0.3547 0.7140 0.3549
H 0.94538 2.95268 0.77982 0.0481 0.2277 0.0826 0.0470
H -0.56862 3.96454 1.04697 0.9186 -1.2108 0.5814 0.2266
H -1.18486 1.82846 1.63239 -0.9737 -0.2524 -0.5096 0.3644
C -2.69185 -2.01492 3.23612 -0.3042 -0.3605 -0.6126 -0.6333
O -1.43421 -1.37723 3.07869 0.4485 -1.9841 1.1658 -0.2511
H -3.46688 -1.36349 3.68290 0.3867 -0.2174 -0.2677 0.2529
H -3.05094 -2.46202 2.27074 0.1410 0.5438 0.6384 0.1830
H -2.51581 -2.86006 3.89325 -0.0659 -0.0227 0.2144 0.3441
H -1.53783 -0.55744 2.66682 -0.5132 2.0301 -1.0649 0.0223
C 0.25014 -0.94814 -0.44573 0.5149 0.9335 -0.5212 0.0703
O 0.92693 0.02986 0.39337 -1.0219 -0.1600 -0.0385 0.3617
H 1.01046 -1.61874 -0.84157 -0.1403 -0.1595 0.1113 -0.1023
H -0.45789 -1.45402 0.16717 -0.5066 -0.7758 0.2588 0.5478
H -0.29486 -0.52063 -1.33297 0.5334 0.0938 0.9051 -0.6400
H 0.37880 0.15289 1.19879 0.6073 0.2276 -0.7216 -0.2309
C 3.96770 2.09043 0.56891 -0.4717 2.1186 0.2879 -0.6486
O 3.58005 0.80458 0.21777 0.4579 -0.4853 0.1953 -0.2890
H 5.03984 2.15816 0.81756 -0.3467 -0.4159 -0.3415 0.2765
H 3.77615 2.79896 -0.29908 0.2458 -0.4857 0.9693 0.2210
H 3.44437 2.51710 1.49657 0.3750 -0.6812 -1.1675 0.2062
H 2.62916 0.67041 0.31451 -0.3368 -0.0076 0.1033 0.1719
C 2.38973 -1.98218 3.66588 0.2646 -0.5218 -1.1645 -0.4438
O 2.02185 -3.15668 2.87012 1.2754 1.4412 0.6030 -0.5087
H 1.75289 -1.10961 3.50476 -0.2870 -0.2905 -0.0365 0.0332
H 2.43756 -2.25362 4.69124 -0.3098 -0.1718 1.0960 0.3537
H 3.39471 -1.65885 3.41628 0.1807 -0.2178 -0.4462 0.2832
H 1.08023 -3.14747 2.87517 -1.2097 -0.1857 -0.1302 0.2913
C -0.58350 -1.33577 -4.46799 -1.0122 1.1081 -1.2203 -0.0831
C -1.12978 -2.74453 -4.74717 -0.6484 0.6527 0.4153 -0.6873
C -0.43038 -3.82918 -3.92168 -0.6863 -1.1279 -0.8152 -0.3141
C -0.84369 -3.82049 -2.53260 -0.5591 0.3608 0.5774 0.3319
N -1.29743 -3.72189 -1.47856 0.2639 -0.0921 -0.1961 -0.5280
H 0.47216 -1.27614 -4.71950 0.0690 0.0022 -0.1396 0.2791
H -0.67824 -0.97886 -3.44070 -0.1339 -0.5494 0.1211 -0.4266
H -1.16521 -0.54303 -5.05570 0.8620 -1.1390 0.5530 0.3184
H -1.03712 -3.07660 -5.78863 0.2816 0.5526 0.0509 0.3584
H -2.23976 -2.78936 -4.56575 1.0091 0.0442 0.1091 0.3178
H 0.66215 -3.83883 -3.97436 -0.1732 0.2012 -0.2179 0.1910
H -0.84438 -4.74597 -4.40356 0.6983 0.0857 0.7448 0.3244
C -6.02031 -1.48477 1.13140 -0.8500 -0.7303 1.1109 -1.1831
C -5.47298 -1.06374 -0.21737 -1.0206 -0.9377 0.3631 -0.5898
C -3.99095 -1.13655 -0.35822 0.9427 0.6441 1.5821 0.1874
C -3.27810 -0.13985 0.54184 -0.0154 -1.1028 -0.8429 0.0921
N -2.65402 0.63654 1.11749 -0.3975 -0.1784 -0.1251 -0.7001
H -7.11314 -1.44763 1.13744 -0.0596 0.0358 -0.3915 0.3963
H -5.79496 -0.84122 1.99222 0.5972 -0.0907 -0.3016 0.2968
H -5.82068 -2.55087 1.40236 0.3254 0.8299 -0.2358 0.2677
H -5.86647 -0.07592 -0.45035 0.0202 -0.0774 -0.4110 0.3250
H -5.81229 -1.84938 -0.91325 -0.3357 0.7492 -0.1685 0.3221
H -3.72219 -0.83408 -1.33964 0.4663 0.1564 -1.0228 0.0273
H -3.66218 -2.17928 -0.20124 0.3234 0.6453 0.2057 0.3721
C 3.82025 -4.44510 -0.70577 0.0247 0.1530 -0.2438 -1.3982
C 3.86377 -3.06520 -0.15870 0.8003 1.7979 0.8871 0.0657
C 4.21810 -1.89467 -1.15719 -0.9144 -1.5412 -0.9591 0.1342
C 3.28822 -1.90662 -2.35749 0.7120 -0.4692 0.5558 0.2409
N 2.63683 -2.01815 -3.30405 0.1730 0.1754 0.4755 -0.4900
H 3.40218 -4.96950 0.15477 -0.1596 -0.8499 -0.6914 0.4135
H 4.80776 -4.82146 -0.95440 0.1054 -0.1777 -0.0464 0.3244
H 3.21583 -4.41074 -1.60978 -0.3603 -0.7364 0.0700 0.2643
H 4.62787 -3.09597 0.65008 -0.3619 0.5693 -0.4349 0.4177
H 2.91849 -2.91504 0.36749 0.0167 0.5449 -0.1751 -0.1080
H 5.20923 -2.10522 -1.57284 -0.0501 0.2277 0.0150 0.4758
H 4.19238 -0.88722 -0.77627 0.0980 0.1659 0.5321 -0.1807
C -2.82104 4.70033 -2.41640 1.5339 0.0667 -1.5126 -1.2048
C -1.42401 4.00407 -2.23298 0.0083 0.1195 -0.3420 -0.5296
C -1.60627 2.59790 -1.54457 1.6702 2.6638 2.3227 0.8480
C -2.24913 1.62886 -2.32908 0.1465 0.2560 0.0709 0.0904
N -2.78740 0.87988 -2.98844 -0.9760 -1.3975 -1.0946 -0.6534
H -3.16242 5.00720 -1.45654 -0.5139 0.1206 0.8237 0.3342
H -3.55045 4.01640 -2.89466 0.3724 0.5222 0.1953 0.2975
H -2.68422 5.64642 -3.02152 -0.3200 -1.1442 0.4712 0.3683
H -0.75715 4.70646 -1.64791 -0.7114 -1.0962 -0.2500 0.3716
H -0.87219 3.84580 -3.18981 -0.6459 0.1804 0.4645 0.3286
H -2.17212 2.78962 -0.61676 -0.2545 -0.2659 -0.3760 0.3688
H -0.65109 2.23193 -1.11371 -0.2714 -0.0856 -0.6768 -0.6261
C -0.62776 2.42151 7.55895 0.7688 -1.4529 2.2754 -1.3182
C -0.72163 2.52545 6.09391 -0.0812 1.0998 -0.4008 -0.4954
C -1.11433 1.25985 5.37495 1.0754 -1.2818 -1.0863 0.9995
C -2.44137 0.81138 5.73823 -0.9220 1.0083 0.6900 0.2122
N -3.50971 0.79682 6.16955 0.1358 -0.6184 -0.3165 -0.5630
H -1.59518 2.24484 8.07584 0.5602 -0.1593 -0.4152 0.3252
H -0.18544 3.30299 8.04196 -0.1243 -0.0550 -0.3563 0.3697
H 0.09406 1.57340 7.77125 -0.9027 0.7210 0.2580 0.2865
H 0.25823 2.86675 5.76428 -0.0303 -0.0725 -0.5430 0.3240
H -1.43956 3.30989 5.90690 -0.2334 0.3290 -0.6510 0.3254
H -0.41056 0.43682 5.64098 -0.2812 0.5033 -0.3022 0.2423
H -1.06918 1.38726 4.26716 0.0588 -0.0538 0.7944 -0.6358
C 1.85852 1.43216 -3.12896 -0.1787 0.2049 -0.5295 0.5830
C 2.75636 1.97761 -4.21384 1.7232 0.8650 -0.1785 -0.9050
C 3.89710 0.99468 -4.55503 0.9515 0.1916 0.3217 -0.2901
C 4.87284 0.86561 -3.40990 0.4058 0.8021 -0.3601 0.2381
N 5.68905 0.91549 -2.58956 -0.9334 -0.3130 -0.6803 -0.5072
H 2.34288 1.44171 -2.15549 -0.0505 0.0157 0.1189 0.0362
H 1.51998 0.42517 -3.35539 0.1632 -0.2102 -0.0105 -0.1803
H 0.97516 2.04250 -3.15560 -0.5860 0.3892 0.5765 -0.2807
H 3.21616 2.96750 -3.95489 -0.2533 -0.8265 0.3508 0.3530
H 2.26619 2.27169 -5.13399 -0.5865 -0.5880 -0.2651 0.4544
H 4.46623 1.27609 -5.48726 -0.5025 -0.2511 1.0609 0.3748
H 3.49223 -0.00124 -4.67110 -0.2073 -0.2721 -0.3548 0.1264
```
Positions in Å, forces in eV/Å.

---

4.
The following is a quantum chemistry calculation of a 2-piece molecular cluster, C7H13N4O2S overall at a distorted geometry, from OMol25.

Summary:
Energy ... -1041.80406 a.u.
Relative energy (zero: lowest compared OMol25 entry of this formula, charge and spin) ... 353.6 kJ/mol
Charge ... +1
HOMO-LUMO gap ... 0.270 hartree

XYZ file:
```
27
Properties=species:S:1:pos:R:3:forces:R:3:mulliken_charge:R:1
C -0.22072 0.37416 1.35799 -1.6243 0.1013 -0.7991 -0.4954
C 1.20236 0.13349 1.71029 1.4070 -0.4985 -0.1862 -0.6908
C -2.81844 0.72849 -0.65886 0.7369 2.4014 3.0748 0.9079
C 0.83848 1.25346 0.81663 0.2009 -0.6908 -2.7446 -0.3179
C 0.48966 -1.39790 0.26303 -0.4154 -0.2032 -0.8933 0.2471
C -3.09050 -1.62051 -1.07568 3.7778 -2.3820 1.1945 -0.5290
C 2.60182 1.83177 -1.37052 2.7450 -0.5480 -1.0820 -0.8744
N -0.58989 -0.66581 0.38555 -0.2593 -0.1449 0.9087 -0.3830
N 1.56357 -1.03571 0.97044 1.4962 -0.2194 2.0591 -0.1493
N 0.73743 -2.37087 -0.63578 -1.2483 -1.0520 -0.4773 0.1264
N 2.00675 -2.77201 -0.88402 1.8911 -0.9823 -0.5107 -0.7809
O -2.59777 1.70123 -0.05458 -0.5466 -3.0583 -2.5591 -0.1826
O -3.30982 -0.22365 -1.20856 -0.4887 2.2333 -0.4983 -0.1797
S 0.88451 1.36471 -1.02339 0.9594 0.3233 1.0011 -0.1029
H -1.01326 0.92854 1.86435 0.1902 -0.8526 0.4332 0.4950
H 1.77464 0.28299 2.61180 -0.3218 0.2241 0.2304 0.4403
H 0.89212 2.15826 1.26081 0.1508 2.8845 1.2943 0.6593
H -3.99112 -2.15199 -1.09067 -1.5842 -0.1390 0.1923 0.3264
H -2.40724 -1.80491 -0.16869 -1.3543 0.4839 -1.1542 0.3305
H -2.49410 -1.92199 -1.93458 -0.1367 0.2020 -0.1588 0.2920
H 2.76026 2.16840 -2.47634 -0.6960 -1.2616 1.7044 0.3054
H 3.32745 0.95988 -1.08771 -1.4337 1.2305 -0.9679 0.2083
H 3.13535 2.67031 -0.89213 -1.2082 0.0778 0.5679 0.3319
H 0.01360 -2.88431 -1.13770 0.2798 0.6626 0.3336 0.1667
H 2.62328 -2.05532 -1.28553 -0.5365 -0.5863 0.4346 0.2609
H 2.28327 -1.68793 1.35827 -1.2640 0.8216 -0.8779 0.3501
H 2.46226 -3.47098 -0.26679 -0.7169 0.9727 -0.5195 0.2377
```
Positions in Å, forces in eV/Å.